1.
A cluster of 9 separate species, C54H57FO2 in total. Source: the Open Molecules 2025 dataset; level of theory: wB97M-V/def2-TZVPD.

Summary:
* molar mass: 757.05 g/mol
* gap between HOMO and LUMO: 9.6 eV
* SMILES: C[C@@H](F)[C@@H]1COC(=O)C1.c1ccccc1.c1ccccc1.c1ccccc1.c1ccccc1.c1ccccc1.c1ccccc1.c1ccccc1.c1ccccc1
* HOMO: -9.20 eV

Last column: Löwdin charge in e.
Element x y z (Å)
C -6.22804 9.88259 6.47186  -0.097
C -1.26649 -7.46469 0.58176  -0.092
C -6.16943 8.84902 7.40176  -0.096
C 2.10767 -2.85725 1.42323  -0.085
H 3.52185 -4.77281 -0.99430  0.098
H 3.17480 -2.39733 -0.38609  0.077
H 7.89500 -2.49098 -9.29699  0.100
C -1.30843 5.04279 -0.04320  -0.102
H 0.12871 -4.43221 -6.11697  0.100
H -2.96174 6.82164 2.96784  0.091
C 2.34739 0.97161 0.32723  -0.102
C -1.98310 7.07169 1.06936  -0.092
C 5.36899 -0.96320 -4.97681  -0.101
H 2.66228 -6.56683 0.48083  0.101
C -2.63769 -5.76664 1.60414  -0.092
H -5.14737 8.20504 3.72700  0.095
C -5.85582 9.65166 5.15130  -0.095
H 3.87539 1.26546 3.34259  0.102
C -5.74436 7.58386 7.00898  -0.095
H 4.34772 -0.32020 -1.30272  0.071
C -5.38074 7.35033 5.68626  -0.089
C 3.18443 1.47005 2.53131  -0.092
H 1.95695 -1.81630 1.69002  0.088
H 8.62156 -2.65052 -6.93484  0.101
C 1.61425 -3.86466 2.24615  -0.094
C 4.57429 0.53316 -3.26271  -0.087
H 6.38544 -4.20888 -10.24732  0.102
O -9.29807 3.77786 5.16021  0.099
H -2.22874 -9.35122 0.20986  0.099
H 7.82766 -4.52111 -5.51931  0.099
C -1.41525 -6.17405 1.07929  -0.093
H -4.02189 4.00519 6.83504  0.150
C -1.38379 6.43158 -0.01101  -0.094
H 0.73383 2.21092 -0.36795  0.097
C 1.36872 2.76103 1.61119  -0.088
H 1.86772 -4.50588 -10.03752  0.099
C 2.79325 -3.18355 0.25737  -0.086
C 1.81531 -5.19969 1.90774  -0.121
H -6.68333 4.38175 3.94094  0.136
H -0.57795 -5.48543 1.05865  0.077
H 6.29664 -6.22416 -6.46251  0.102
F -4.08672 4.48138 4.80701  -0.100
C 6.24606 -5.32196 -8.41297  -0.102
H -0.01626 -5.02750 -8.51659  0.099
H -6.68610 2.45532 3.91613  0.137
H -5.05477 6.36344 5.37916  0.072
C 1.92836 -4.23984 -8.98745  -0.096
C 2.25385 2.49732 2.65273  -0.089
H -4.66529 -6.33359 2.04115  0.099
H -2.75288 -4.76087 1.99418  0.100
H 4.23875 1.51852 -2.95721  0.102
C 5.42297 -1.99860 -4.04877  -0.092
H -6.16536 1.03354 5.48865  0.121
C -4.35643 3.50692 5.85265  -0.258
C 4.63339 -0.50085 -2.33335  -0.097
H -2.49637 2.53126 5.13822  0.093
C -3.71315 -6.64967 1.62862  -0.099
C -2.34340 -8.34595 0.60124  -0.098
C -3.44094 2.19064 5.70351  -0.042
C 7.54836 -3.31129 -8.67712  -0.096
H -6.33678 4.04945 6.56021  0.152
C 3.14053 -3.25944 -7.14966  -0.086
H -3.96906 1.31410 5.20785  0.077
H 1.07386 -3.61000 3.15160  0.103
H -2.04758 8.15427 1.09108  0.100
H -5.69722 6.77828 7.73496  0.095
H -1.77279 3.21026 0.98199  0.100
H 5.65629 -1.14354 -6.00756  0.094
H 4.90710 1.11034 -5.30662  0.102
H -0.31167 -7.78367 0.17755  0.098
H 3.88966 -3.37675 -9.15982  0.090
C 6.69761 -4.27465 -9.21045  -0.109
C -3.56685 -7.93741 1.12269  -0.100
H -0.97569 7.01580 -0.82914  0.101
C 7.50833 -4.45027 -6.55360  -0.106
H -6.56297 10.86809 6.77686  0.100
C 0.87023 -4.53437 -8.13262  -0.100
C -6.79934 3.41918 4.54371  -0.026
C 2.98962 -4.51824 -0.08395  -0.089
H 5.10672 -2.57188 -2.00068  0.093
H 0.64093 3.55915 1.70695  0.082
H 2.14761 -3.29374 -5.24305  0.100
H -5.89512 10.45927 4.42779  0.101
C -6.49088 1.78774 6.28026  -0.121
C 4.94674 0.30272 -4.58322  -0.088
H -2.82056 4.35094 2.91435  0.077
C -5.43430 8.38559 4.75773  -0.091
C -2.42017 4.93391 2.09252  -0.088
C 2.08536 -3.55862 -6.29342  -0.089
C 2.50428 -5.52589 0.74368  -0.096
C -1.82905 4.29342 1.00788  -0.114
C 7.95559 -3.39986 -7.34955  -0.101
H -4.40711 -8.62372 1.13550  0.099
C -2.49874 6.32257 2.12291  -0.086
C 6.65027 -5.40849 -7.08458  -0.093
H 5.57879 -6.07020 -8.82712  0.104
C 0.95098 -4.19744 -6.78496  -0.098
H 2.21779 3.09293 3.55867  0.101
H 4.02326 -2.75814 -6.76795  0.080
C -5.92960 3.22485 5.87009  -0.222
H -0.84394 4.54385 -0.88741  0.098
H 3.95053 -0.10029 1.27783  0.098
H -6.45506 9.03021 8.43247  0.100
H -6.19016 1.31522 7.26914  0.143
H 5.74974 -2.98632 -4.35654  0.093
C 3.22847 0.70445 1.37044  -0.112
H -3.07664 1.88228 6.74403  0.089
C -8.24181 3.14148 5.24215  -0.348
C 3.06352 -3.60430 -8.49459  -0.098
H 2.38434 0.37670 -0.57935  0.087
C 5.05917 -1.76597 -2.72625  -0.092
C 1.41924 2.00109 0.44694  -0.086
H 1.43483 -5.98547 2.55168  0.105
O -7.92993 1.97263 6.02912  -0.064

Forces on atoms 1 to 6 (eV/Å):
C 0.043 -0.097 -0.012
C -0.116 0.020 0.046
C 0.018 -0.005 -0.063
C -0.030 -0.028 0.000
H -0.038 0.012 0.056
H -0.049 -0.046 0.026



2.
A structure of composition C54H59AsN4Ru. Source: the Open Molecules 2025 dataset; level of theory: wB97M-V/def2-TZVPD.

Summary:
* energy relative to the best compared isomer or geometry (same formula, charge and spin): 0.000 eV
* molar mass: 940.09 g/mol
* multiplicity: 2
* gap between HOMO and LUMO (spin up / spin down): 5.5 / 5.2 eV
* HOMO (spin up / spin down): -9.38 / -9.30 eV
* charge: +1

Last column: Löwdin charge in e.
Element x y z (Å)
C 2.25938 0.66301 -1.43495  -0.372
C -2.40952 -1.90669 -0.87055  -0.231
C 4.84128 -2.24419 2.12775  -0.178
C 2.98758 2.06281 4.60235  -0.183
H 1.34508 5.23271 3.91175  0.069
H -1.98962 3.04091 3.12525  0.109
H -0.69852 -6.86379 -2.71355  0.077
H 5.00708 -1.04909 -2.41145  0.112
H 3.68488 -6.47239 0.47105  0.076
C 0.58808 2.51551 3.78455  -0.119
H -2.69292 4.68101 -1.14745  0.109
C -1.04632 -6.05969 -2.06995  -0.071
C -0.07732 0.14051 -3.33775  -0.319
H -2.65972 -2.09419 -4.48035  0.060
C 0.76198 3.45091 -2.35665  -0.106
H 4.94528 2.96621 4.62585  0.077
H 3.62118 0.04561 2.90975  0.110
H 3.40038 1.08611 4.86745  0.113
H 1.01088 5.41161 -3.15785  0.111
C 3.52918 -2.18929 1.42775  -0.111
H 5.21638 -3.26789 2.11585  0.111
H 2.26438 2.32501 -0.08235  0.107
H -1.96362 2.35841 -0.67695  0.081
As 0.31428 0.68321 -1.49325  1.421
H -0.05672 5.72441 4.85745  0.075
H 6.16028 -1.69359 0.50575  0.075
C 4.25308 1.61891 -0.48285  -0.075
H -3.89912 3.81701 2.38105  0.109
H 2.10368 -5.72139 0.69515  0.067
Ru -0.35142 -0.48799 0.84285  1.228
H -3.53262 -0.97149 -3.44345  0.072
N 1.40338 -1.51039 0.88105  -0.041
C 1.69348 -2.67579 0.22045  -0.229
C -3.67262 -3.04369 -2.81675  -0.176
N -2.17102 0.38881 1.02765  -0.053
C -0.90672 0.67261 -5.53455  -0.062
C -2.49102 1.48861 1.78315  -0.241
C 2.87768 1.60101 -0.61215  -0.128
C 3.00468 -3.11339 0.52585  -0.128
H -5.41862 3.27271 1.67555  0.109
C -0.66022 1.04041 -4.22455  -0.085
C 3.17328 -5.57989 0.81945  -0.072
H 2.67488 2.54361 5.53185  0.109
H -0.91052 2.04061 -3.89765  0.096
H 2.56348 -1.05999 -2.67595  0.089
H -4.61182 -2.93139 -2.26835  0.112
H 0.19278 -2.51459 -5.42075  0.111
C 1.79688 1.86831 3.72975  -0.121
C -3.32592 0.02821 0.37395  -0.232
C 0.16638 3.59541 4.71775  -0.187
H -1.19562 6.20761 -2.37505  0.110
H 5.49228 -0.31819 1.39095  0.052
C -6.59492 -0.15919 1.07205  -0.068
H -7.63042 -0.18189 0.74035  0.078
C -0.48092 -2.98079 -0.91985  -0.248
H -1.56282 -4.73369 -3.68155  0.110
C 2.66448 -0.07429 2.42785  0.066
H -3.67522 -4.02859 -3.28615  0.112
C -0.04542 -1.51589 -5.08655  -0.079
H -0.75512 -0.87589 -7.00195  0.112
C 0.19148 -1.15439 -3.77105  -0.120
H 4.72868 2.36941 0.13215  0.109
H 4.69828 -1.95589 3.17205  0.117
C 4.09018 2.90891 3.95465  -0.072
C 5.02268 0.67611 -1.14685  -0.087
C -1.72372 4.33821 -1.47955  -0.064
H -6.25562 1.82071 0.29585  0.109
H 0.57988 -1.88559 -3.07265  0.082
H -2.08362 -6.24289 -1.80255  0.082
C -0.92372 -4.72049 -2.79955  -0.195
H 6.77798 -1.29429 2.11485  0.078
H -4.27912 2.15141 4.28215  0.076
C -0.58322 -0.59849 -5.97385  -0.071
C 0.35658 4.74911 -2.60915  -0.064
H -0.87242 3.43801 5.01255  0.110
C -5.08172 2.56421 3.67435  -0.069
C -1.58752 2.18621 2.60705  0.071
H -0.26592 5.11251 3.21705  0.071
C -3.57072 -1.96029 -3.89895  -0.067
C -2.51472 -2.91639 -1.89325  -0.131
C -5.79012 0.83521 0.22785  -0.182
C 0.82008 -3.33309 -0.66855  0.057
N -1.16532 -1.95449 -0.30095  -0.050
H 3.43908 -4.49669 -1.02695  0.111
H 0.10638 -4.58669 -3.13595  0.108
H 6.09748 0.69661 -1.05905  0.111
C -4.38492 0.91281 0.70955  -0.124
H -5.86662 1.81581 3.59835  0.065
H 4.42048 2.47321 3.01315  0.059
H 0.77318 3.53761 5.62135  0.108
C -0.88602 5.19151 -2.17855  -0.066
C 2.52938 -1.19459 1.60415  -0.220
H -6.17042 -1.15619 0.98575  0.075
C -0.26982 1.86901 2.81815  -0.218
H 1.22698 -4.18019 -1.19885  0.112
C 4.41158 -0.29659 -1.91715  -0.067
H 1.72678 3.09261 -2.70305  0.113
C -1.32212 -3.58809 -1.92095  -0.149
C 3.65578 -4.35729 0.03405  -0.188
H -6.56772 0.13011 2.11925  0.065
N 0.41208 0.84721 2.19435  -0.024
H 4.73728 -4.27169 0.14035  0.110
C 5.88778 -1.32539 1.49185  -0.075
H -1.34432 1.38811 -6.21275  0.112
C 3.03558 -0.30349 -2.06355  -0.090
H 3.37378 -5.45409 1.88045  0.081
H -5.48772 3.43631 4.18205  0.077
H -5.81632 0.52651 -0.81985  0.111
C -3.42442 -1.03269 -0.53105  0.070
C 1.67258 0.83801 2.72935  -0.229
C -0.08242 2.58491 -1.66905  -0.390
C -1.32172 3.03701 -1.22785  -0.103
H -4.38322 -1.17169 -1.00615  0.111
C -4.56822 2.95901 2.28395  -0.183
H 3.73948 3.91981 3.75965  0.071
C -3.85522 1.83501 1.61415  -0.126
H -0.45292 -6.05449 -1.15905  0.068
H -4.42842 -2.00949 -4.56485  0.078
C 0.30748 5.00211 4.13265  -0.075

Forces on atoms 1 to 6 (eV/Å):
C 0.012 -0.025 0.300
C 0.333 -0.154 0.088
C 0.169 0.191 -0.071
C 0.193 0.161 -0.078
H 0.148 0.019 -0.056
H -0.009 0.087 0.165



3.
A structure of composition C54H59AsN4Sn. Source: the Open Molecules 2025 dataset; level of theory: wB97M-V/def2-TZVPD.

Summary:
* energy relative to the best compared isomer or geometry (same formula, charge and spin): 0.000 eV
* molar mass: 957.73 g/mol
* gap between HOMO and LUMO (spin up / spin down): 4.7 / 4.7 eV
* HOMO (spin up / spin down): -12.52 / -12.66 eV
* charge: +2

Last column: Löwdin charge in e.
Element x y z (Å)
C -4.15404 -0.72753 1.89524  -0.099
C -3.05401 -0.02981 1.23457  -0.178
H -1.59614 -2.78282 4.12184  0.119
C 1.12165 2.79840 -0.73473  0.082
N 1.76065 1.16950 0.97142  0.009
C -4.06308 -1.04836 -2.70366  -0.082
C 2.33110 -1.94004 4.08145  -0.105
C 2.51103 -4.55310 -2.27170  -0.066
H -0.17747 -3.19457 5.87314  0.119
C -3.52657 0.01134 -3.41938  -0.071
N -0.88789 1.60275 -0.03226  0.001
C -3.78198 3.20539 -1.83823  -0.181
C -3.59074 -1.59431 2.76737  -0.106
C -0.19702 3.83578 -3.83635  -0.062
C -4.46189 4.19855 -0.89010  -0.060
H -5.61872 -0.86613 -0.46448  0.042
C -0.28199 2.50545 -0.79102  -0.220
C 0.17512 -1.78284 3.44746  -0.186
C -3.23644 0.96700 0.22620  0.100
C -1.30435 -0.62794 -2.71950  -0.408
H 3.42697 1.87212 -6.17746  0.110
H -4.41990 2.33190 -1.99099  0.102
C -2.14821 -1.40907 2.66640  -0.173
H 2.96754 -5.53021 -2.18371  0.112
H 0.11744 4.66484 -4.46943  0.088
H -5.24981 -2.77415 3.34354  0.118
H -4.25310 1.15565 -0.09148  0.125
H 4.11788 -0.30867 2.87056  0.121
H 5.74843 0.66485 1.64383  0.117
H -1.74601 1.06199 -3.97399  0.095
H -1.73336 4.93794 -2.79186  0.117
C 3.94149 -1.24537 5.87449  -0.063
C -4.26935 -2.50419 3.73801  -0.176
C 2.14560 -0.94759 3.02983  -0.177
C 4.09766 3.65950 -0.63396  -0.169
C -5.60852 -0.46071 1.67157  -0.172
H 5.05367 2.33997 -2.07520  0.088
C -1.23054 -2.03718 3.42896  0.099
H -3.65168 3.66010 -2.82166  0.121
H 5.25749 3.44850 2.85190  0.086
H 2.09092 1.08165 -8.10168  0.113
H -1.20146 -2.38640 -1.48147  0.089
H 3.66648 -3.69853 -0.67976  0.106
H -0.16844 5.04936 -2.04251  0.122
H 6.56914 2.34892 3.28388  0.085
As 0.60292 -0.25138 -2.65425  1.310
C 0.26824 -0.27252 -5.58877  -0.107
H 6.05862 2.17366 0.83753  0.116
H 5.01985 3.95657 -0.13421  0.117
H 0.08188 -0.30454 -7.72202  0.113
H 2.63331 -1.46503 -0.89462  0.065
C 1.34084 -2.04023 -2.51380  -0.413
C 0.72650 -3.50228 5.34035  -0.177
H 0.21392 -2.90328 -4.13240  0.106
H 1.24423 -5.12615 -3.90719  0.114
C -2.15541 0.23271 -3.40926  -0.117
H 4.00310 -0.22354 5.49551  0.069
H 0.67861 3.21534 -3.63374  0.053
C 2.03052 2.22496 0.07871  -0.197
C 2.31369 -2.27303 -1.54728  -0.159
H -0.28564 -4.84255 3.94218  0.071
C 1.10662 -2.45220 4.34724  -0.103
C 3.43999 2.58192 0.16444  -0.099
C -2.25922 1.70247 -0.34168  -0.181
H -3.71374 -3.44150 3.81825  0.117
C 2.90051 -3.52692 -1.42530  -0.078
H -4.17272 0.65881 -3.99946  0.116
H 4.89771 4.01308 -2.61884  0.087
C 5.40472 1.69999 1.57033  -0.179
C -1.22459 3.25507 -1.61163  -0.106
H -4.93851 -2.53615 5.80044  0.085
H -5.12899 -1.23497 -2.73179  0.110
C 5.54181 2.39851 2.92617  -0.064
H -3.45106 -1.61836 5.55661  0.074
C 3.99907 1.73333 1.06193  -0.105
H 1.42143 -5.20110 4.17874  0.084
C 1.78982 0.83069 -7.09326  -0.063
C -0.84407 4.35487 -2.55014  -0.167
H -4.99601 -0.93579 5.05833  0.083
H 1.50564 -3.57116 6.10000  0.116
H -4.62766 3.75813 0.09454  0.075
H 3.46327 4.54888 -0.64417  0.122
H 4.43704 -2.23339 4.01165  0.117
C -6.16160 -1.16586 0.43218  -0.063
C 0.96258 -3.07305 -3.36748  -0.095
H 4.89955 1.93748 3.68006  0.067
C 1.54207 -4.32567 -3.24265  -0.059
H 3.48721 2.95327 -2.60185  0.047
H -7.21424 -0.92541 0.28994  0.087
C 0.51435 -4.87034 4.68507  -0.067
H -3.84964 5.09041 -0.75460  0.084
H -6.06919 -2.24866 0.52873  0.087
C 1.00709 0.18497 -4.50171  -0.390
C -1.85161 -1.68748 -1.99699  -0.139
Sn 0.09267 -0.26960 0.63454  1.368
H -6.15871 -0.78187 2.55679  0.116
N -1.87267 -0.40955 1.70277  0.009
C 2.92680 0.87127 1.53294  -0.188
C -3.22532 -1.88954 -1.97975  -0.072
C 3.63218 -2.23958 4.75043  -0.175
H -0.89690 3.22489 -4.40904  0.076
C 2.14500 0.95571 -4.72238  -0.137
C 0.65909 0.05424 -6.87977  -0.061
H -3.64006 -2.72766 -1.43247  0.113
C 2.53823 1.27662 -6.01335  -0.069
H 3.16440 -1.26757 6.63889  0.084
C -2.45193 2.76006 -1.32895  -0.114
H 4.89153 -1.48778 6.34804  0.085
H 0.25013 -5.61691 5.43255  0.085
C -4.42164 -1.86075 5.12033  -0.064
N 0.77710 -0.88728 2.67926  0.001
C 3.11008 -0.16400 2.50460  0.100
H 3.60100 -3.25471 5.14771  0.118
H 2.73862 1.29888 -3.88204  0.072
C 4.40254 3.21494 -2.06783  -0.064
H -5.77529 0.61718 1.59713  0.120
H 1.47032 3.58881 -1.38590  0.121
H -5.42706 4.50669 -1.28942  0.085
H -0.61050 -0.88698 -5.43997  0.100

Forces on atoms 1 to 6 (eV/Å):
C 0.009 0.038 0.040
C -0.084 0.005 -0.102
H 0.006 0.003 0.016
C -0.094 -0.049 -0.029
N -0.045 0.019 -0.134
C -0.009 0.008 -0.006



Which of these has the lowest molar mass? C54H57FO2



The highest molar mass belongs to which entry? C54H59AsN4Sn